14
Properties=species:S:1:pos:R:3:forces:R:3:lowdin_charge:R:1 method="wB97M-V/def2-TZVPD" total_energy_ha=-593.03018 lumo_ev=3.45 fmax_ha_per_bohr=0.07033 homo_ev=-1.48 total_charge=-1 gap_ev=4.93 de_lowest_kcal_mol=89.6
C -2.54085 -0.79511 1.23342 0.3 -1.0 1.3 -0.143
O -4.04033 -0.64576 1.21292 2.3 2.6 -0.9 -0.193
H -1.81590 0.09362 1.13034 -1.7 -0.9 -0.5 0.087
H -2.30234 -1.17538 2.25448 -0.2 0.2 -0.6 0.061
H -2.25640 -1.62409 0.55376 -0.1 0.8 0.1 0.066
C 3.08245 1.13940 -1.65690 -2.4 -2.4 1.2 -0.446
S 1.41242 1.33937 -0.68050 0.8 -1.9 0.1 0.412
C 1.13248 -0.34524 -0.00019 1.1 2.1 -0.2 -0.604
H 3.03474 0.07597 -1.95453 -0.1 0.4 0.1 -0.005
H 3.92205 1.19407 -0.99733 0.7 0.9 0.1 -0.016
H 2.90887 1.69174 -2.53464 0.7 1.3 -0.9 -0.041
H 0.41944 -0.91813 -0.55240 -0.6 -0.2 -0.1 -0.134
H -4.09966 0.30484 0.90063 -0.5 -1.7 0.5 0.078
H 1.14303 -0.33529 1.09096 -0.2 -0.2 -0.2 -0.123


15
Properties=species:S:1:pos:R:3:forces:R:3:lowdin_charge:R:1 method="wB97M-V/def2-TZVPD" total_energy_ha=-220.57557 lumo_ev=0.76 fmax_ha_per_bohr=0.10140 homo_ev=-8.43 total_charge=0 gap_ev=9.18 de_lowest_kcal_mol=98.2
B -0.45017 -0.12844 0.06279 -1.9 1.1 0.4 -0.332
C 1.88271 0.32710 -0.97436 2.1 0.9 0.1 -0.064
C 2.27323 -0.14286 0.18892 0.6 0.4 -0.3 -0.001
C 0.96116 -0.58657 -0.36975 -1.7 -4.9 -0.3 -0.265
C -1.83070 -0.99166 0.27665 0.9 -0.7 -0.4 -0.062
C -0.55296 1.47238 0.37471 -3.0 -2.9 0.1 -0.041
H 2.03934 1.00318 -1.83252 0.0 -0.7 0.7 0.128
H 3.02064 -0.24497 1.04148 -1.4 0.2 -1.5 0.137
H 0.87619 -2.12940 -0.88444 0.3 3.6 1.0 0.174
H -2.33877 -0.75692 1.26581 0.5 -0.2 -1.4 0.070
H -1.52104 -2.05006 0.24961 -0.1 0.1 0.6 0.029
H -2.55605 -1.03639 -0.59328 0.6 0.9 1.0 0.072
H -0.54415 2.01435 -0.53194 0.0 0.7 -1.2 0.041
H 0.33920 1.67030 0.88153 0.9 1.0 1.5 0.027
H -1.59862 1.57995 0.84480 2.0 0.5 -0.2 0.086


69
Properties=species:S:1:pos:R:3:forces:R:3:lowdin_charge:R:1 method="wB97M-V/def2-TZVPD" total_energy_ha=-3347.88144 lumo_ev=2.54 fmax_ha_per_bohr=0.01073 homo_ev=-4.63 total_charge=-1 gap_ev=7.17 de_lowest_kcal_mol=0.0
Sn 0.17551 -0.32704 -2.21299 0.2 -0.5 -0.1 0.870
N -1.53096 -0.65354 -0.69247 0.1 0.0 0.0 -0.053
C -2.17616 -1.92079 -0.84226 0.0 0.0 0.0 -0.253
C -3.54001 -1.95683 -1.10630 0.0 0.1 -0.1 -0.013
C -4.18696 -3.16987 -1.27526 0.1 0.0 0.0 -0.087
C -3.46269 -4.35007 -1.18325 0.0 0.0 0.0 -0.098
C -2.10098 -4.30387 -0.92302 0.0 0.0 0.0 -0.042
C -1.42578 -3.09591 -0.73763 0.1 0.0 0.1 -0.137
C 0.04423 -3.09270 -0.46513 0.0 0.0 -0.1 -0.231
C 0.56708 -4.10117 0.34843 0.0 0.0 0.0 -0.069
C 1.93542 -4.22786 0.53625 0.0 0.1 0.0 -0.101
C 2.79594 -3.34761 -0.10506 0.0 0.0 0.0 -0.100
C 2.27056 -2.32201 -0.88273 0.0 0.0 0.0 -0.146
C 0.89695 -2.14644 -1.05990 0.0 0.1 0.0 -0.302
H -2.21534 0.10808 -0.70865 -0.1 0.1 0.1 0.034
H -0.98705 -0.63695 0.18054 0.0 0.1 0.0 -0.023
H -4.08278 -1.02016 -1.17863 0.0 0.0 0.0 0.106
H -5.24994 -3.18981 -1.47720 0.0 0.0 0.0 0.100
H -3.95040 -5.30698 -1.32480 0.0 0.0 0.0 0.094
H -1.53314 -5.22545 -0.89057 0.0 0.0 0.0 0.107
H -0.10512 -4.78876 0.85085 0.0 0.0 0.0 0.104
H 2.32468 -5.01158 1.17586 0.0 0.0 0.0 0.093
H 3.86925 -3.45201 0.00900 0.0 0.0 0.0 0.081
H 2.95795 -1.61762 -1.34303 0.0 0.0 0.0 0.065
O -5.88926 2.01429 -0.00668 0.0 0.0 0.0 -0.314
S -4.53728 2.50678 0.03104 0.0 0.0 0.0 0.618
O -3.94900 2.71090 1.32894 0.0 -0.1 0.0 -0.315
N -3.57137 1.59112 -0.92497 0.0 0.1 -0.1 -0.143
C -3.14940 2.24973 -1.99396 0.0 0.0 0.0 -0.835
S -2.22357 1.59384 -3.23556 -0.2 0.2 0.2 0.513
C -3.57722 3.69225 -2.00818 0.0 0.0 0.0 -0.231
C -3.22832 4.68424 -2.90865 -0.1 0.0 0.0 -0.035
C -3.72575 5.96455 -2.70237 0.0 0.0 0.0 -0.077
C -4.55597 6.24618 -1.61904 0.0 0.0 0.0 -0.085
C -4.89908 5.25238 -0.71162 0.0 0.0 0.1 -0.044
C -4.38990 3.98831 -0.93154 0.1 0.0 -0.1 -0.224
H -2.57985 4.44307 -3.74065 0.0 0.0 0.0 0.093
H -3.46095 6.75992 -3.38840 0.0 0.0 0.0 0.099
H -4.93341 7.25168 -1.47820 0.0 0.0 0.0 0.098
H -5.53555 5.46114 0.13915 0.0 0.0 0.0 0.117
S 0.95467 1.36313 -0.41048 -0.1 0.2 0.1 0.450
C 5.92599 -1.28071 -0.27227 0.0 -0.1 0.0 -0.196
Si 5.58137 0.55764 -0.27315 0.1 0.1 0.0 0.401
C 6.28499 1.32014 1.28692 0.0 0.0 0.1 -0.195
C 6.43902 1.34846 -1.73934 0.0 0.0 -0.1 -0.196
C 3.80259 0.86636 -0.35193 -0.1 0.0 0.0 -0.176
C 2.59991 1.06050 -0.38568 0.0 0.0 0.0 -0.732
H 7.00064 -1.48298 -0.24901 0.0 0.0 0.0 0.027
H 5.50970 -1.75647 -1.16483 0.0 0.0 0.0 0.027
H 5.46863 -1.75513 0.60008 0.0 0.0 0.0 0.024
H 7.35513 1.11427 1.38442 0.0 0.0 0.0 0.024
H 5.77953 0.93591 2.17652 0.0 0.0 0.0 0.027
H 6.14808 2.40471 1.26684 0.0 0.0 0.0 0.028
H 7.51031 1.12599 -1.74805 0.0 0.0 0.0 0.024
H 6.31685 2.43424 -1.69981 0.0 0.0 0.0 0.027
H 6.00933 0.99964 -2.68187 0.0 0.0 0.0 0.028
C 1.14371 -0.16385 3.52319 0.0 0.0 -0.2 -0.302
P -0.27613 -0.69596 2.48731 -0.2 -0.1 0.1 0.811
C -0.97262 -2.01939 3.56630 0.1 0.1 0.0 -0.308
C -1.46815 0.64768 2.86874 0.0 0.0 0.0 -0.303
H 0.82774 0.06505 4.54364 0.0 0.0 0.0 0.032
H 1.60052 0.71881 3.07203 0.0 0.0 0.0 0.029
H 1.89372 -0.95650 3.54134 0.0 0.0 0.0 0.031
H -1.06134 -1.68785 4.60453 0.0 0.0 0.0 0.030
H -0.33120 -2.90175 3.51990 0.0 0.0 0.0 0.023
H -1.95919 -2.30003 3.19187 0.0 0.0 0.0 0.032
H -1.55174 0.81957 3.94545 0.0 0.0 0.0 0.037
H -2.45296 0.38991 2.47447 0.0 0.0 0.0 0.031
H -1.16344 1.57514 2.38157 0.0 0.0 0.0 0.032


10
Properties=species:S:1:pos:R:3:forces:R:3:lowdin_charge:R:1 method="wB97M-V/def2-TZVPD" total_energy_ha=-452.87984 lumo_ev="-0.51 / -0.34" fmax_ha_per_bohr=0.06847 homo_ev="-7.66 / -9.62" total_charge=0 gap_ev="7.16 / 9.28" de_lowest_kcal_mol=105.6
C 0.78810 0.51486 -0.46380 0.2 1.1 -2.8 -0.068
C 0.45150 0.98969 0.76360 0.3 -2.1 -2.1 -0.166
C 0.23251 -0.86510 -0.22662 0.3 0.8 1.5 -0.230
C -0.00648 -0.26253 1.17148 -1.5 -0.3 -0.1 -0.884
I 0.10837 -1.05891 3.02507 -0.1 -0.4 0.6 0.868
H 1.11131 1.04941 -1.43600 -0.5 -1.0 1.8 0.132
H 0.48305 1.93095 1.10577 0.2 3.1 1.7 0.068
H -0.68895 -1.18617 -0.64122 -0.8 0.1 -0.9 0.050
H 0.86968 -1.68860 -0.19815 1.5 -1.3 -0.2 0.078
H -2.14879 -0.28985 0.37984 0.4 0.1 0.5 0.153


7
Properties=species:S:1:pos:R:3:forces:R:3:lowdin_charge:R:1 method="wB97M-V/def2-TZVPD" total_energy_ha=-655.84961 lumo_ev=4.23 fmax_ha_per_bohr=0.11363 homo_ev=-3.43 total_charge=-1 gap_ev=7.65 de_lowest_kcal_mol=53.1
S -4.23629 0.25895 -0.00656 -1.9 0.4 0.0 0.214
N -2.59837 -0.01895 0.01116 1.7 0.0 -0.1 -0.891
N -1.75250 0.91946 0.01446 4.4 -2.6 0.0 0.019
C -0.31130 -0.21170 0.00641 -4.4 3.9 0.0 -0.122
N -0.87463 -1.33728 0.00440 0.5 -0.6 0.0 -0.123
N -2.18405 -1.30058 0.00164 -0.6 -1.0 0.1 -0.121
H 0.69249 0.13465 -0.00261 0.5 0.1 0.0 0.023


178
Properties=species:S:1:pos:R:3:forces:R:3:lowdin_charge:R:1 method="wB97M-V/def2-TZVPD" total_energy_ha=-5116.45210 lumo_ev="-2.10 / -9.40" fmax_ha_per_bohr=0.10344 homo_ev="-12.15 / -12.14" total_charge=+1 gap_ev="10.04 / 2.74" multiplicity=2
C 7.45756 3.47383 -15.39279 1.7 1.4 2.3 -0.118
C 6.73935 2.18322 -15.21940 -1.1 0.2 0.0 -0.084
O 6.30314 2.03621 -16.56493 -0.9 -1.5 -0.8 0.048
C 6.39485 3.16609 -17.26855 0.8 -1.0 -3.3 -0.564
O 6.07861 3.28019 -18.44239 -0.6 0.0 2.0 0.136
O 7.12777 4.05054 -16.63664 -0.3 0.6 0.5 0.087
H 8.52397 3.24958 -15.36869 0.1 0.5 -0.1 0.130
H 7.20659 4.21995 -14.63885 0.2 -0.2 0.2 0.125
H 5.84437 2.16078 -14.59764 0.0 0.5 0.1 0.133
H 7.37987 1.40102 -14.81197 0.1 -0.2 -0.8 0.147
C 1.59108 10.01591 -15.83271 0.1 1.5 0.3 -0.123
C 2.63262 10.11218 -16.94650 1.0 1.0 -0.2 -0.069
O 2.51575 8.88128 -17.73309 -1.0 0.3 1.9 0.072
C 1.47730 8.22041 -17.16346 -1.6 -1.6 -1.2 -0.524
O 0.98063 7.18796 -17.60774 1.5 1.1 0.5 0.109
O 0.93001 8.83765 -16.11357 -0.1 -2.1 -0.7 0.096
H 0.80749 10.77355 -15.82462 0.4 0.4 -0.2 0.143
H 2.02788 9.99243 -14.83434 0.1 -0.2 -0.2 0.116
H 3.61922 10.23659 -16.50015 0.2 -0.6 -0.2 0.122
H 2.55110 10.95587 -17.63181 -0.5 -0.1 0.0 0.131
C 2.69457 -1.98002 -21.81355 -0.5 0.4 0.7 -0.046
C 1.40118 -1.33626 -22.18217 -0.6 -1.0 -1.3 -0.119
O 1.68716 0.03344 -21.98023 -1.3 1.8 -0.7 0.033
C 2.51280 0.13069 -20.94704 1.9 3.0 0.0 -0.576
O 2.91856 1.15231 -20.36168 -1.9 -2.1 -1.2 0.097
O 3.04542 -1.02084 -20.78727 2.6 -3.2 2.2 0.087
H 3.45154 -1.95734 -22.59750 0.0 0.3 0.0 0.145
H 2.59198 -3.01612 -21.49098 0.2 0.3 0.7 0.150
H 0.52449 -1.55554 -21.57272 0.2 -0.5 0.2 0.143
H 1.19979 -1.63006 -23.21233 -0.4 0.9 -0.2 0.147
C 5.89108 4.14760 -21.54248 1.5 1.9 0.0 -0.055
C 5.99597 5.56076 -20.94995 -2.0 -1.1 1.4 -0.169
O 7.09507 6.16064 -21.53094 1.1 0.2 -0.2 0.076
C 7.35145 5.50152 -22.67923 3.6 0.8 -2.3 -0.530
O 8.26721 5.79443 -23.46403 -3.2 -0.8 2.4 0.121
O 6.54714 4.45297 -22.80588 -1.1 -1.4 -0.8 0.070
H 4.85842 3.79881 -21.53502 0.2 -0.1 -0.8 0.114
H 6.56574 3.46261 -21.02891 -0.3 -0.1 0.1 0.129
H 6.04196 5.39229 -19.87403 0.5 0.7 0.1 0.091
H 5.13421 6.18544 -21.18501 -0.3 -0.2 0.0 0.131
C 10.13010 5.65034 -13.29785 0.0 0.1 -1.0 -0.012
C 9.34599 6.95938 -13.10218 1.3 -1.4 -0.9 -0.336
C 8.11546 7.14657 -14.01982 1.3 0.0 0.4 -0.059
O 7.04590 7.44214 -13.07013 0.5 -0.5 -1.7 0.049
C 7.46429 7.20499 -11.81755 1.4 -0.1 1.7 -0.486
O 6.77474 7.27251 -10.83707 1.0 -0.3 -1.4 0.167
O 8.84863 6.90363 -11.81098 -3.0 1.1 1.3 0.074
H 9.60716 4.77340 -12.91622 -0.3 0.1 0.0 0.089
H 11.12329 5.63541 -12.84899 -0.1 0.4 0.2 0.090
H 10.29046 5.53472 -14.36977 0.1 -0.2 -0.2 0.065
H 10.06095 7.76563 -13.26616 -0.2 0.4 0.4 0.154
H 8.02097 6.27332 -14.66526 -1.0 -0.5 0.5 0.096
H 8.34933 7.91230 -14.75944 -0.7 0.7 0.5 0.134
C -3.06755 0.14015 -18.34185 0.3 -0.2 -0.2 0.001
C -2.03091 1.01518 -17.64677 -0.7 -0.1 -0.7 -0.297
C -2.32192 1.45087 -16.22507 -4.0 0.4 -0.9 -0.154
O -1.39799 0.88598 -15.45099 4.7 -1.3 2.2 0.088
C -0.45789 0.24932 -16.17851 3.7 -1.2 1.1 -0.462
O 0.64431 -0.20044 -15.75551 -4.6 1.7 -1.6 0.087
O -0.86433 0.20452 -17.46437 1.1 -0.2 0.3 0.068
H -3.18018 -0.80211 -17.80560 0.1 0.0 0.0 0.098
H -2.64523 -0.06328 -19.32591 -0.1 -0.3 -0.1 0.078
H -4.06748 0.53886 -18.51292 0.2 0.5 0.3 0.093
H -1.76040 1.83411 -18.31331 0.0 0.2 0.2 0.127
H -3.20138 0.93578 -15.83863 -1.0 0.5 -0.6 0.147
H -2.46604 2.51996 -16.06895 0.4 0.0 -0.1 0.135
C 3.75513 0.14305 -17.18014 -0.3 -0.6 0.6 -0.020
C 4.67685 -0.86776 -17.85619 -0.3 2.6 -0.8 -0.331
C 6.03379 -0.99021 -17.18306 -0.5 0.0 0.2 -0.086
O 6.21564 -2.41297 -17.07732 -0.4 0.6 -0.4 0.081
C 5.12380 -3.03010 -17.61140 0.0 -3.6 -0.5 -0.501
O 5.07310 -4.24190 -17.81668 0.0 3.4 0.7 0.126
O 4.11750 -2.16880 -17.90241 1.0 -0.1 0.3 0.107
H 4.04064 1.19316 -17.24207 0.6 -0.2 -0.3 0.067
H 3.76815 -0.12806 -16.12447 -0.6 0.1 0.2 0.092
H 2.75146 0.10869 -17.60392 -0.1 -0.4 0.2 0.071
H 4.82389 -0.44851 -18.85153 -0.1 -0.7 -0.5 0.138
H 6.00180 -0.47259 -16.22434 0.1 -0.6 0.4 0.110
H 6.80909 -0.47917 -17.75389 0.2 -0.6 -0.2 0.135
C 2.99632 2.79351 -23.45880 -0.5 -0.5 -0.4 -0.012
O 2.48284 3.54331 -22.37535 0.3 -0.8 0.2 -0.019
C 2.43939 4.84724 -22.44156 1.0 0.3 -5.0 -0.661
O 2.68760 5.54135 -23.43018 -0.2 -1.0 2.1 0.128
O 2.00828 5.20163 -21.30411 -0.6 1.2 3.5 0.005
C 1.84053 6.55833 -21.04699 -0.8 2.4 0.1 -0.035
H 2.20189 2.06421 -23.61727 0.5 -0.4 -0.2 0.084
H 3.92122 2.34127 -23.10085 0.0 -0.1 -0.4 0.099
H 3.11278 3.36902 -24.37713 0.2 0.2 0.3 0.109
H 0.78446 6.79911 -21.16881 -0.1 0.1 -0.1 0.107
H 2.40375 7.22672 -21.69825 0.1 -0.4 -0.3 0.112
H 2.10615 6.85613 -20.03265 0.1 -0.7 0.2 0.069
C -1.58793 5.28473 -19.71914 0.7 2.3 -0.1 -0.076
O -2.42773 4.46551 -18.98665 -1.1 -1.9 1.6 -0.031
C -3.34004 4.98124 -18.10946 -1.4 2.6 -0.9 -0.539
O -3.58288 6.17187 -17.92986 1.2 -2.1 -0.3 0.123
O -4.09857 3.99974 -17.62540 0.7 -0.9 -0.2 -0.026
C -5.29162 4.31903 -16.89063 -0.2 0.1 0.4 -0.017
H -1.18185 6.06119 -19.07083 -0.1 0.3 0.0 0.090
H -2.13098 5.77937 -20.52444 0.0 -0.1 -0.1 0.113
H -0.70402 4.79337 -20.12583 -0.4 -0.8 0.0 0.077
H -5.83820 5.13921 -17.35610 0.2 0.0 0.1 0.103
H -5.07440 4.52506 -15.84256 0.3 0.4 -0.1 0.099
H -5.92177 3.43038 -16.85401 0.3 -0.1 -0.5 0.095
C -0.86369 1.52037 -22.19122 -0.6 -0.1 -0.3 -0.033
C -2.08379 2.28473 -22.82348 0.2 1.0 0.6 -0.148
O -2.95962 1.62546 -23.75973 0.3 -1.6 0.7 0.039
C -3.36805 2.13629 -24.90493 1.2 2.2 -2.7 -0.543
O -3.10641 3.26251 -25.35945 -0.7 -2.4 1.4 0.088
O -3.99930 1.16924 -25.61682 0.7 0.3 2.1 -0.013
C -4.26227 1.33740 -26.98242 -0.5 0.3 -1.0 -0.062
H -1.11140 0.53906 -21.78650 -0.2 -0.4 -0.8 0.068
H -0.53863 1.95315 -21.24510 -0.4 1.0 0.0 0.054
H 0.08306 1.50163 -22.73105 -0.6 -0.2 -0.6 0.051
H -1.78193 3.21787 -23.29913 0.3 0.0 0.1 0.117
H -2.73378 2.54906 -21.98936 -0.1 0.1 0.0 0.115
H -3.48606 1.85413 -27.54686 0.3 -0.1 0.4 0.098
H -5.17676 1.90413 -27.15749 -0.1 0.0 0.2 0.097
H -4.38990 0.32014 -27.35253 0.0 0.2 -0.1 0.098
C 2.08255 2.61404 -14.50203 1.1 -0.8 -1.3 -0.053
C 2.27438 1.59728 -13.33814 -0.2 1.1 -3.2 -0.190
O 1.86876 2.34315 -12.24488 -0.3 0.2 -0.7 0.068
C 2.08725 1.84893 -11.07658 2.5 -2.2 3.0 -0.652
O 2.87261 0.97871 -10.70822 -0.9 0.5 -1.6 0.112
O 1.38592 2.52785 -10.23573 -2.3 1.6 1.5 0.025
C 1.16784 2.04101 -8.91457 -0.1 -1.1 0.3 -0.025
H 2.95910 3.25416 -14.60205 0.0 0.4 0.5 0.056
H 1.19250 3.23077 -14.62683 -0.2 -0.2 0.9 0.085
H 2.13225 2.08005 -15.45098 -0.1 -0.5 -0.1 0.037
H 3.32407 1.30415 -13.35583 0.0 0.0 0.6 0.121
H 1.67935 0.71177 -13.56154 -0.2 0.0 0.6 0.122
H 1.96155 2.36690 -8.24233 -0.2 0.0 -0.1 0.103
H 1.07651 0.95486 -8.90802 0.8 -0.2 -0.2 0.097
H 0.16694 2.27741 -8.55343 0.2 1.1 -0.3 0.094
C 0.90881 3.06758 -18.25869 -0.8 -1.6 -0.7 -0.008
C 2.04792 3.94442 -18.51658 -0.5 -0.7 1.4 -0.135
O 2.57850 4.43136 -17.32547 0.1 0.6 0.0 0.210
C 3.49268 5.45572 -17.37842 2.7 2.9 -1.2 -0.432
O 3.84679 6.06456 -18.41514 -1.5 -2.4 3.0 0.183
O 3.95260 5.66588 -16.13673 -2.0 -1.6 -1.6 0.025
C 5.03046 6.54707 -15.90155 1.0 0.2 0.3 0.003
H 1.10412 2.08371 -17.83213 0.4 0.2 1.2 0.095
H 0.61690 2.59498 -19.19653 -0.2 0.8 -0.7 0.093
H 0.05710 3.60207 -17.83794 0.1 -0.2 0.3 0.109
H 1.63327 4.77897 -19.08201 0.6 1.0 -0.8 0.154
H 2.87152 3.48799 -19.06560 0.5 0.0 -0.9 0.185
H 5.81089 6.39992 -16.64812 -0.1 0.3 -0.2 0.094
H 5.42410 6.20759 -14.94348 -0.1 0.3 0.0 0.095
H 4.69018 7.57896 -15.81485 0.0 -0.1 -0.2 0.111
C 2.88739 13.58239 -15.22005 0.5 -0.8 0.9 -0.032
C 3.53193 12.95541 -13.90274 -0.5 3.7 -0.4 -0.202
O 3.72790 11.59400 -13.96016 -0.9 -0.4 -2.5 0.041
C 3.89491 10.91448 -12.87923 2.1 0.8 4.2 -0.637
O 4.10725 11.37157 -11.76103 -0.9 -0.4 -1.4 0.135
O 4.00731 9.65568 -13.18668 -1.1 -1.6 -1.7 0.006
C 4.25270 8.69376 -12.19533 1.6 -0.9 1.0 -0.037
H 3.18441 14.62467 -15.33637 0.0 0.0 0.4 0.074
H 1.79899 13.53935 -15.17963 0.0 0.0 0.1 0.068
H 3.19858 13.13025 -16.16178 0.2 -0.4 0.2 0.058
H 2.95292 13.29541 -13.04412 -0.7 -0.7 0.0 0.127
H 4.44065 13.49426 -13.63449 0.6 -0.4 -0.6 0.126
H 3.47622 8.52730 -11.44870 -0.1 0.6 -0.1 0.115
H 5.22705 8.90115 -11.75291 -0.4 0.4 0.6 0.085
H 4.47739 7.72675 -12.64536 -0.6 0.2 -0.6 0.080
C 11.49366 2.88190 -16.33520 -0.1 0.8 -0.1 -0.062
C 11.94539 4.19670 -17.04699 0.8 -2.3 0.8 -0.196
O 10.97474 5.23740 -16.92259 0.1 0.3 -0.2 0.009
C 10.21947 5.62125 -17.97238 1.1 -3.9 -3.3 -0.550
O 10.26005 5.03288 -19.08621 -0.5 2.5 3.4 0.092
O 9.42334 6.55770 -17.54656 -0.5 1.7 0.7 0.009
C 8.41297 7.11966 -18.37579 -0.5 -0.2 -1.5 -0.021
H 10.53697 2.61447 -16.78388 -0.2 -0.2 0.3 0.066
H 11.45616 2.95167 -15.24807 -0.4 0.3 0.0 0.065
H 12.18544 2.05864 -16.51346 0.1 0.2 -0.4 0.079
H 12.22877 3.79594 -18.02023 -0.6 1.2 -0.6 0.122
H 12.87789 4.51031 -16.57771 -0.2 0.5 0.0 0.122
H 7.92718 8.00961 -17.97567 0.3 -0.4 1.0 0.096
H 7.67935 6.34285 -18.59138 -0.1 0.1 0.0 0.076
H 8.75836 7.50672 -19.33443 0.6 -0.5 -0.1 0.106